{"formula": "H40O20", "method": "ωB97M-V/def2-TZVPD", "elements": ["O", "H", "H", "O", "H", "H", "O", "H", "H", "O", "H", "H", "O", "H", "H", "O", "H", "H", "O", "H", "H", "O", "H", "H", "O", "H", "H", "O", "H", "H", "O", "H", "H", "O", "H", "H", "O", "H", "H", "O", "H", "H", "O", "H", "H", "O", "H", "H", "O", "H", "H", "O", "H", "H", "O", "H", "H", "O", "H", "H"], "positions_angstrom": [[-0.439, -3.745, -1.679], [0.177, -4.412, -1.287], [-1.087, -3.697, -0.937], [-2.368, 3.212, -1.113], [-2.618, 3.900, -0.447], [-1.984, 2.526, -0.543], [0.283, 3.235, 2.698], [0.920, 3.421, 1.988], [0.920, 2.607, 3.108], [-2.064, 1.966, 2.478], [-1.694, 2.811, 2.196], [-1.886, 1.211, 1.914], [3.905, -4.432, 0.055], [3.151, -4.101, -0.438], [3.571, -4.565, 0.942], [-3.477, -3.280, 1.637], [-3.651, -3.025, 0.724], [-3.335, -4.173, 1.929], [0.258, -1.341, -0.914], [0.006, -1.375, -1.840], [-0.332, -1.968, -0.501], [-0.693, 5.546, 1.596], [-0.829, 4.608, 1.631], [-0.331, 5.647, 2.482], [-4.182, -1.664, -0.609], [-4.343, -0.815, -0.144], [-5.022, -1.918, -0.992], [3.054, 1.613, -3.736], [3.905, 1.973, -3.453], [3.392, 1.012, -4.424], [3.672, 2.430, -1.295], [2.853, 1.873, -1.239], [4.264, 1.814, -0.804], [-0.199, 3.363, -0.215], [0.403, 2.648, 0.041], [0.429, 3.811, -0.795], [-4.593, 1.889, -2.127], [-3.760, 2.179, -1.683], [-4.443, 2.133, -3.043], [4.441, -1.753, -1.930], [3.527, -1.998, -2.063], [4.814, -2.208, -1.167], [2.026, -2.583, 0.618], [1.949, -2.085, 1.441], [2.299, -1.913, -0.010], [-3.316, -0.541, 2.987], [-3.630, -1.410, 2.734], [-3.085, -0.662, 3.909], [-1.572, 0.588, -1.131], [-1.431, 1.543, -1.126], [-0.638, 0.317, -0.946], [2.007, 0.891, 2.542], [2.238, 0.932, 1.614], [1.857, 0.108, 3.057], [2.421, 0.376, -0.181], [1.698, -0.083, -0.646], [3.266, 0.053, -0.513], [0.503, -5.215, 0.147], [0.072, -4.768, 0.872], [1.251, -5.755, 0.396]], "forces_ev_per_angstrom": [[-0.61, -0.50, 0.87], [-0.46, 0.62, -0.50], [0.25, -0.14, -1.14], [-1.54, 0.59, 0.82], [0.26, -0.67, -0.95], [-0.72, 1.30, 0.36], [2.32, -0.48, -0.02], [-0.66, 0.85, -0.35], [-1.18, -0.20, 0.52], [-0.99, 0.25, 0.73], [0.39, -0.93, -0.26], [0.18, 0.32, -0.36], [0.61, -0.48, -0.46], [-0.20, 0.04, 0.19], [-0.09, 0.22, 0.17], [0.28, 1.33, 1.30], [-0.13, -0.66, -0.42], [-0.21, -0.48, -0.92], [0.74, 1.32, -0.39], [-0.17, -0.29, -0.24], [0.07, -0.26, 0.18], [0.02, 0.65, 0.36], [-0.14, -0.73, -0.57], [0.07, 0.52, 0.11], [0.20, 0.35, 0.70], [0.17, -0.62, -0.54], [-0.24, 0.13, -0.13], [0.85, -0.70, -0.93], [-0.36, 0.42, 0.65], [-0.73, 0.08, 0.07], [-0.09, -1.30, 0.94], [0.84, 1.03, -0.40], [-0.14, 1.14, -0.49], [2.32, -0.78, 0.32], [-0.35, -0.22, 0.53], [-0.47, 0.74, -0.35], [0.52, 0.02, 0.35], [-0.81, -0.01, -0.40], [-0.06, -0.03, -0.08], [0.40, 0.83, 0.05], [-0.14, -0.45, 0.10], [-0.38, -0.39, -0.04], [-0.02, -0.07, 0.81], [0.03, -0.07, -0.09], [-0.17, 0.11, -0.09], [0.02, 0.03, -0.02], [-0.06, -0.51, -0.37], [0.10, 0.28, 0.23], [1.63, 0.37, 0.50], [0.04, -0.74, -1.03], [-1.29, -0.45, -0.08], [-0.13, 2.16, 1.23], [0.00, -1.48, -0.25], [0.15, -0.73, -0.79], [-0.35, -0.10, 0.15], [0.08, -0.23, 0.12], [-0.07, -0.32, -0.30], [-0.02, -0.61, -0.61], [0.42, -0.09, 0.61], [0.03, 0.02, 0.61]], "lowdin_charge": [-0.090, 0.013, 0.046, -0.083, 0.103, -0.005, -0.085, 0.041, 0.048, -0.064, -0.003, 0.011, -0.059, 0.000, 0.026, -0.059, -0.001, 0.031, -0.068, 0.077, 0.047, -0.056, -0.043, 0.036, -0.050, 0.074, 0.050, -0.080, 0.024, 0.044, -0.097, 0.015, 0.050, -0.047, 0.050, 0.089, -0.091, -0.010, 0.024, -0.035, 0.027, 0.039, -0.048, 0.058, -0.003, -0.050, -0.008, 0.036, -0.049, -0.022, 0.021, -0.040, 0.000, 0.042, -0.064, 0.040, 0.052, -0.032, 0.061, 0.064], "energy_ev": -41597.3491, "de_lowest_kcal_mol": 130.88, "e_homo_ev": -10.254, "lumo_ev": -0.6357, "multiplicity": 1}



{"formula": "H41O20", "method": "ωB97M-V/def2-TZVPD", "elements": ["O", "H", "O", "H", "H", "O", "H", "H", "O", "H", "H", "O", "H", "H", "O", "H", "H", "O", "H", "H", "O", "H", "H", "O", "H", "H", "O", "H", "H", "O", "H", "H", "O", "H", "H", "O", "H", "H", "O", "H", "H", "O", "H", "H", "O", "H", "H", "O", "H", "H", "O", "H", "H", "O", "H", "H", "O", "H", "H", "H", "H"], "positions_angstrom": [[0.652, 4.351, -0.695], [1.758, 1.364, 2.974], [2.636, -3.965, 3.846], [1.751, -3.587, 3.940], [3.101, -3.160, 3.950], [3.934, -1.181, -3.387], [4.110, -0.273, -3.106], [3.759, -0.988, -4.321], [-1.154, -2.460, -0.460], [-1.411, -1.595, -0.823], [3.443, 2.027, 1.927], [-2.060, 1.290, 2.376], [-5.013, -3.856, -0.972], [-0.493, -2.728, -1.114], [-4.201, -3.422, -0.710], [0.762, 0.326, 2.201], [-3.535, -4.110, -0.850], [1.134, 2.764, -3.856], [3.681, 1.712, 3.507], [0.522, 1.947, 2.195], [-1.372, 0.318, -0.964], [-1.494, 0.341, -1.913], [-2.173, -0.087, -0.603], [1.041, -3.699, -2.623], [1.316, -4.552, -2.278], [-2.442, 0.434, 2.565], [-4.602, 2.123, 1.590], [-5.344, 2.538, 1.999], [-4.505, 2.594, 0.760], [0.941, -1.011, 1.416], [0.176, -1.327, 1.949], [2.039, 2.719, -4.178], [-1.029, -0.823, -5.311], [-0.253, -0.325, -5.553], [-0.905, -1.682, -5.723], [-1.929, -4.781, -1.718], [-1.685, -4.265, -0.945], [-1.692, -4.371, -2.548], [-0.741, 2.840, 0.983], [1.801, 0.434, 5.602], [-0.417, 3.315, 0.178], [3.072, 1.895, 2.807], [0.487, -1.024, 0.555], [1.285, 4.907, -0.227], [2.592, 0.667, 5.109], [-1.028, 5.111, -3.218], [3.236, -0.024, 5.251], [-0.171, 5.519, -3.065], [0.486, 4.895, -3.387], [-0.947, 1.977, 0.596], [0.723, 1.169, 2.781], [0.187, 4.992, -1.258], [0.972, 1.907, -3.447], [-1.434, -1.658, 2.925], [-2.316, -2.032, 2.820], [-1.126, -2.226, 3.617], [1.785, 0.134, -0.757], [2.367, -0.369, -0.168], [1.753, -0.470, -1.518], [-2.807, 1.855, 2.125], [1.816, -3.228, -2.936]], "forces_ev_per_angstrom": [[0.18, 0.58, -0.03], [-0.95, -0.20, -0.16], [-1.24, -0.50, 0.09], [-0.29, -0.67, -0.16], [1.55, 1.15, 0.02], [-0.07, 0.49, -0.49], [0.06, -0.04, 0.64], [-0.11, -0.53, -0.08], [0.34, 0.28, -0.17], [0.11, -0.35, 0.22], [0.44, -0.14, 0.19], [-0.08, -0.21, 0.10], [-0.30, 0.01, -0.04], [0.37, -0.15, 0.00], [-0.10, 0.04, 0.27], [-0.10, 0.26, -0.33], [0.08, 0.12, -0.32], [-0.18, 0.32, -0.20], [0.89, -0.13, 0.38], [-1.09, -0.24, -0.17], [-0.09, -0.16, 0.60], [-0.07, 0.09, -0.53], [-0.28, 0.50, -0.01], [-0.75, 0.15, 0.11], [0.26, -0.02, -0.01], [-0.14, -0.22, 0.19], [0.51, -0.32, -0.47], [-0.79, 0.39, 0.61], [0.12, 0.04, -0.27], [-1.39, -0.27, 0.88], [0.38, -0.40, 0.03], [0.13, -0.09, 0.01], [-0.45, -0.14, 0.18], [0.43, 0.30, -0.08], [0.01, -0.13, -0.01], [-0.59, -1.60, 0.29], [0.41, 0.65, -0.51], [0.29, 0.61, 0.19], [0.54, 0.06, -1.14], [-0.02, -0.09, 0.10], [0.26, 0.12, 0.92], [-0.88, 0.50, -0.69], [0.47, 0.34, -0.38], [0.04, -0.24, 0.17], [-0.03, 0.36, -0.15], [0.09, -0.12, -0.19], [0.10, -0.41, 0.25], [-0.21, 0.49, 0.25], [0.00, -0.49, -0.13], [-0.26, -0.13, 0.36], [1.56, 0.48, 0.10], [0.02, -0.13, -0.42], [0.06, -0.07, 0.20], [-0.54, 0.09, -0.17], [-0.23, 0.18, -0.64], [0.75, -0.38, 0.88], [0.27, -0.38, -0.31], [0.10, 0.24, 0.14], [-0.08, 0.28, -0.27], [0.10, -0.18, 0.14], [0.36, 0.03, 0.02]], "mulliken_spin": [0.007, -0.033, 0.065, 0.001, -0.029, 0.145, -0.022, -0.040, 0.046, 0.003, 0.015, 0.090, -0.006, -0.018, 0.020, 0.065, -0.006, 0.158, 0.000, 0.011, 0.153, -0.011, -0.006, 0.068, -0.008, -0.003, 0.006, 0.000, -0.004, -0.073, 0.056, -0.079, 0.113, -0.010, -0.037, 0.000, 0.008, -0.004, 0.050, 0.031, -0.023, -0.018, 0.034, -0.008, -0.062, -0.008, -0.007, 0.035, -0.001, 0.049, 0.077, -0.001, 0.055, -0.016, 0.004, 0.005, 0.184, 0.016, -0.010, -0.014, -0.015], "energy_ev": -41612.5099, "de_lowest_kcal_mol": 9.81, "e_homo_ev": [-2.422, -10.684], "lumo_ev": [-0.2702, -0.3402], "multiplicity": 2}



{"formula": "H41O20", "method": "ωB97M-V/def2-TZVPD", "elements": ["O", "H", "O", "H", "H", "O", "H", "H", "O", "H", "H", "O", "H", "H", "O", "H", "H", "O", "H", "H", "O", "H", "H", "O", "H", "H", "O", "H", "H", "O", "H", "H", "O", "H", "H", "O", "H", "H", "O", "H", "H", "O", "H", "H", "O", "H", "H", "O", "H", "H", "O", "H", "H", "O", "H", "H", "O", "H", "H", "H", "H"], "positions_angstrom": [[-0.376, 0.765, 2.123], [-1.479, -1.908, 2.849], [-2.070, 0.696, -3.389], [-2.272, 1.097, -2.571], [-1.838, -0.882, -4.188], [-0.973, -1.368, 0.706], [-1.814, -1.761, 0.657], [-0.388, -2.101, 0.343], [-4.540, 0.870, -1.848], [-4.845, -0.019, -1.539], [1.333, -3.386, 3.728], [1.824, 2.400, -2.618], [-1.024, 3.338, 0.947], [-5.023, 1.376, -2.559], [-0.142, 2.809, 0.777], [1.832, -0.727, -1.533], [0.948, 2.125, -2.527], [-0.781, 0.778, -0.598], [-2.384, -0.746, 3.367], [2.361, -0.639, -0.219], [3.317, 0.436, 1.727], [3.776, 0.100, 2.487], [3.032, 1.312, 1.780], [-1.846, 3.155, -1.607], [-2.096, 2.721, -2.389], [1.861, 1.825, -3.375], [3.426, 0.500, -3.592], [3.350, 0.428, -2.712], [3.788, 1.334, -3.694], [4.101, -0.612, 4.068], [4.129, 0.195, 4.538], [-0.631, 1.306, -1.464], [-0.165, 4.684, -2.174], [0.050, 5.615, -1.933], [0.607, 4.129, -1.709], [-2.627, -3.745, -0.140], [-3.151, -4.365, 0.367], [-3.071, -3.804, -0.995], [-0.365, -1.206, 5.071], [-2.293, 1.253, -4.114], [-0.276, -1.111, 5.948], [-2.409, -1.643, 2.866], [3.648, -1.236, 4.761], [-0.099, 1.812, 1.549], [1.295, -3.662, 4.644], [0.514, -1.477, 3.377], [1.965, -3.126, 5.018], [0.506, -2.019, 2.690], [0.076, -1.855, 1.971], [-0.394, -2.200, 5.013], [2.423, -1.062, -1.003], [-0.460, -0.020, 1.347], [-1.711, 0.320, -0.263], [-1.163, -1.395, -4.612], [0.427, 0.403, 2.509], [-1.330, -2.459, -4.509], [0.913, -0.617, -3.220], [0.231, -0.731, -3.782], [1.780, -1.013, -3.616], [-0.394, 2.663, -0.121], [-1.520, 4.086, -1.717]], "forces_ev_per_angstrom": [[0.66, -1.15, -2.43], [-0.39, -0.05, 0.37], [1.06, -1.16, -0.66], [-1.05, 0.28, 1.25], [-0.87, -0.06, 0.70], [3.08, -1.18, -1.27], [-2.40, -0.97, 0.38], [-0.77, 1.50, -0.20], [0.28, 0.33, 0.03], [-0.44, 1.55, -1.27], [-0.30, -0.18, -0.62], [0.88, 0.86, 0.12], [2.37, -1.12, 0.52], [0.12, -1.85, 1.37], [-2.25, 3.02, 2.38], [-5.43, 2.71, -4.72], [-2.88, -0.14, 1.37], [-1.53, -0.71, -0.17], [-0.07, -2.42, -1.13], [0.09, 2.18, 4.17], [-0.53, -1.94, -1.94], [0.18, -0.03, 0.89], [-0.12, 2.04, 0.59], [-0.14, 0.25, 2.85], [-0.46, 0.23, -1.70], [1.65, -0.67, -1.28], [-0.31, -1.88, -4.76], [-0.49, -0.88, 5.37], [1.45, 2.56, -0.74], [-1.40, -3.16, 1.70], [0.28, 1.57, 0.90], [-1.76, -1.93, 1.98], [3.46, 0.42, 1.86], [-0.03, -0.79, -0.42], [-2.22, 1.84, -1.82], [-0.21, 0.19, -0.40], [0.03, -0.18, 0.61], [0.28, 0.20, -0.15], [-0.50, -2.09, -4.61], [-0.40, 0.87, -0.73], [0.51, 1.14, 5.09], [-0.23, 2.32, 1.27], [1.39, 1.62, -2.18], [-0.91, -0.94, -0.46], [-0.83, -0.67, -0.11], [-0.44, 4.04, 4.45], [1.12, 0.56, 1.00], [5.02, -6.27, 2.05], [-3.92, 2.20, -5.99], [0.09, 0.99, -0.26], [5.31, -4.86, 0.81], [-0.60, 1.99, 1.51], [3.31, 2.29, -2.70], [0.28, -4.83, -0.82], [0.59, 0.27, 0.78], [0.34, 4.40, -0.26], [6.36, 0.11, 2.71], [-3.60, -1.13, -3.29], [-2.61, 1.22, 0.71], [0.02, -1.45, -1.81], [-0.15, -1.04, -0.87]], "lowdin_charge": [0.040, -0.010, -0.008, -0.028, -0.026, -0.067, 0.032, 0.156, -0.093, 0.068, 0.014, -0.014, 0.193, 0.082, 0.052, -0.110, -0.027, -0.159, 0.097, -0.044, -0.011, -0.022, 0.003, -0.073, -0.010, 0.028, 0.028, -0.040, 0.021, -0.053, 0.028, 0.065, -0.086, 0.096, 0.121, -0.033, 0.053, 0.051, -0.012, 0.071, -0.009, -0.079, 0.119, 0.102, -0.023, -0.054, 0.009, 0.063, -0.098, 0.081, 0.069, 0.127, 0.172, -0.107, 0.082, 0.162, -0.052, -0.090, 0.120, 0.009, 0.025], "energy_ev": -41604.1930, "de_lowest_kcal_mol": 175.94, "e_homo_ev": -12.948, "charge": 1, "lumo_ev": -2.8796, "multiplicity": 1}